1.
36
Properties=species:S:1:pos:R:3:forces:R:3:nbo_charge:R:1 method="wB97M-V/def2-TZVPD" total_energy_ha=-803.8931 lumo_energy_ev=0.66 de_lowest_kcal_mol=272.7 e_homo_ha=-0.28221 orbital_gap_ev=8.34
C -5.1525 -1.0564 0.5970 -1.4 -0.1 -1.5 -0.67
C -3.6967 -1.6346 0.9118 -9.7 -7.1 -0.4 -0.06
H -3.3237 -2.2197 0.1175 -0.9 -2.3 -1.1 0.19
H -3.8541 -2.1731 1.8493 0.7 -0.1 0.0 0.17
O -2.8590 -0.7669 0.9568 4.4 7.0 14.8 -0.47
C -2.3133 -0.2173 0.0672 6.5 7.0 -0.8 0.80
O -2.5489 -0.6692 -0.9267 -0.8 -2.7 -13.3 -0.62
C -1.2955 0.9729 0.2892 0.6 -3.1 3.9 -0.32
N -0.6998 1.5960 -0.8272 4.2 -2.1 4.1 -0.46
C -1.5255 2.3661 -1.4758 -5.6 5.5 -4.6 -0.38
H -1.9892 3.4635 -0.8502 1.5 -2.7 -1.5 0.09
H -2.5179 1.9093 -1.8886 1.7 0.2 1.3 0.23
H -1.0406 2.6162 -2.4653 -0.5 0.8 1.0 0.21
C 0.5905 2.3684 -0.3327 -1.9 -3.7 -1.3 -0.23
C 1.5859 1.3458 0.0800 1.0 9.1 9.8 -0.03
C 2.3599 1.5798 1.3829 0.2 -3.3 -4.2 -0.10
N 3.2945 0.3785 1.5208 -4.0 7.6 2.2 -0.50
C 2.9303 -0.4843 0.6347 0.0 2.2 -2.0 0.18
C 3.6254 -1.5839 0.3015 0.8 -4.8 2.2 -0.30
C 2.9747 -2.4193 -0.5323 -0.7 -3.0 -7.0 -0.18
C 1.9123 -2.0116 -1.5479 0.2 4.4 5.2 -0.26
C 1.2871 -0.6644 -1.1224 4.1 -5.9 -2.3 -0.14
C 1.9106 0.1638 -0.2070 1.4 -10.0 -2.4 -0.18
H 0.5243 -0.3581 -1.7123 -2.3 1.2 -1.6 0.21
H 1.5781 -2.4824 -2.4779 0.1 -0.3 0.9 0.23
H 3.4947 -3.4292 -0.8348 -1.1 1.9 1.0 0.20
H 4.3350 -2.2323 0.9919 -1.0 2.3 -1.2 0.23
H 4.0099 0.6482 2.1421 1.3 -1.2 0.5 0.43
H 2.4230 2.4518 1.9855 0.3 0.4 0.5 0.20
H 0.9981 2.6848 -1.2200 0.6 1.5 -2.4 0.21
H 0.3843 3.2163 0.2918 -0.2 0.1 0.8 0.21
H -1.8364 1.6488 0.9353 -0.3 0.8 0.4 0.19
H -0.4707 0.5091 1.0376 -1.7 1.0 -1.8 0.24
H -5.1463 -0.6878 -0.4739 0.2 0.1 1.2 0.22
H -5.9619 -1.9274 0.4387 1.7 1.9 1.2 0.22
H -5.5043 -0.1358 1.2909 0.8 -2.5 -1.4 0.22

2.
73
Properties=species:S:1:pos:R:3:forces:R:3:mulliken_charge:R:1 method="wB97M-V/def2-TZVPD" total_charge=+1 total_energy_ha=-3352.4962 lumo_energy_ev=-3.24 de_lowest_kcal_mol=18.8 e_homo_ha=-0.35932 orbital_gap_ev=6.54
Hf 0.5828 0.4273 0.0966 0.5 -0.1 0.8 -0.05
C -0.9147 -1.1453 -6.5788 0.0 0.0 0.0 -1.55
C -0.7243 -0.4522 -5.2594 0.0 0.0 0.0 0.41
C -1.6978 0.3991 -4.7401 0.0 0.0 0.0 -0.94
C -1.5353 1.0032 -3.5093 0.0 -0.1 0.0 0.26
C -0.3852 0.8115 -2.7402 -0.1 0.1 0.0 -0.99
N -0.2532 1.4514 -1.4824 0.2 0.1 -0.2 0.74
C -0.3848 2.8642 -1.4328 -0.1 -0.1 0.0 1.42
C -0.1669 3.6059 -2.6003 0.1 0.1 0.0 -0.17
C -0.2179 4.9804 -2.6354 0.0 0.0 -0.1 -1.26
C -0.4790 5.7092 -1.4815 0.0 0.0 0.1 0.01
C -0.4904 7.2114 -1.4803 0.0 0.0 0.0 -1.64
C -0.6848 4.9956 -0.3166 0.0 0.0 -0.1 -1.03
C -0.6527 3.6020 -0.2638 0.0 0.0 0.1 0.70
N -0.8845 3.0278 1.0451 -0.1 -0.1 -0.2 0.52
C -1.2336 3.6757 2.1706 -0.1 0.0 0.0 0.07
C -1.3445 2.7581 3.1934 0.0 0.0 0.0 -1.28
C -1.0391 1.5407 2.6098 -0.1 -0.1 0.0 -0.07
N -0.7670 1.7016 1.3090 0.0 0.4 0.1 -0.37
C 0.5935 -0.0404 -3.2680 0.0 0.0 -0.1 0.57
C 0.4123 -0.6678 -4.4968 -0.1 0.0 0.0 -0.30
N 1.8291 -0.3182 -2.5923 -0.1 0.2 0.0 0.38
C 3.0549 -0.4025 -3.1309 -0.1 -0.1 -0.1 -0.09
C 3.9144 -0.8861 -2.1668 0.1 0.0 0.0 -1.01
C 3.1259 -1.0596 -1.0369 0.0 -0.1 -0.1 -0.44
N 1.8547 -0.7314 -1.3003 0.1 0.1 -0.3 -0.25
H -1.6518 -0.6261 -7.1888 0.0 0.0 0.0 0.39
H 0.0174 -1.1950 -7.1408 0.0 0.0 0.0 0.38
H -1.2661 -2.1683 -6.4325 0.0 0.0 0.0 0.30
H -2.6011 0.5846 -5.3081 0.0 0.0 0.0 0.41
H -2.2988 1.6675 -3.1230 0.0 0.0 0.0 0.57
H 0.0660 3.0702 -3.5094 0.0 0.0 0.0 0.47
H -0.0365 5.4945 -3.5711 0.0 0.0 0.0 0.41
H -0.8295 7.6014 -2.4390 0.0 0.0 0.0 0.40
H -1.1460 7.6042 -0.7040 0.0 0.0 0.0 0.39
H 0.5114 7.6056 -1.2998 0.0 0.0 0.0 0.29
H -0.8619 5.5628 0.5838 0.0 0.0 0.0 0.24
H -1.4023 4.7347 2.1886 0.0 0.0 0.0 0.42
H -1.6119 2.9559 4.2155 0.0 0.0 0.0 0.45
H -0.9959 0.5549 3.0432 0.1 0.0 0.0 0.46
H 1.1770 -1.3487 -4.8511 0.0 0.0 0.0 0.57
H 3.2223 -0.1201 -4.1567 0.0 0.0 0.0 0.53
H 4.9658 -1.0836 -2.2683 0.0 0.0 0.0 0.60
H 3.3917 -1.4171 -0.0547 0.0 0.0 0.0 0.46
S 0.7578 -1.5145 1.7871 -0.1 0.0 -0.1 -0.43
C -0.8024 -1.8672 1.0390 0.1 -0.1 0.1 0.55
C -1.6692 -2.8743 1.4590 0.0 0.0 0.0 -0.81
C -2.8896 -2.9913 0.8264 0.0 0.0 0.0 -0.04
C -3.2387 -2.1147 -0.2024 0.0 0.0 0.0 -1.02
C -2.3325 -1.1516 -0.5738 0.0 -0.1 0.0 0.09
N -1.1362 -1.0483 0.0261 -0.1 0.0 0.1 -0.14
H -1.3767 -3.5299 2.2660 0.0 0.0 0.0 0.46
H -3.5816 -3.7637 1.1359 0.0 0.0 0.0 0.42
H -4.1941 -2.1833 -0.7008 0.0 0.0 0.0 0.45
H -2.5287 -0.4428 -1.3675 0.0 0.0 0.0 0.42
S 7.4988 1.1842 2.7805 0.0 0.0 -0.1 -0.30
C 6.2196 1.5386 1.8118 0.1 0.0 0.1 0.17
S 4.5978 1.6797 2.4438 0.0 -0.1 0.1 -0.09
C 3.9904 1.9012 0.8427 -0.2 -0.2 -0.1 0.21
N 4.8812 1.9062 -0.0788 0.0 0.1 0.1 -0.61
N 6.1391 1.7477 0.4628 0.0 0.0 -0.1 0.55
C 7.2298 1.8138 -0.4658 0.0 0.0 0.0 0.36
C 8.4762 2.2848 -0.0781 0.0 0.0 0.0 -0.49
C 9.4982 2.3442 -1.0149 0.0 0.0 0.0 -0.71
C 9.2858 1.9514 -2.3261 0.0 0.0 0.0 -0.48
C 8.0277 1.5087 -2.7086 0.0 0.0 0.0 -0.65
C 6.9994 1.4413 -1.7843 0.0 0.0 0.0 -0.11
S 2.2917 2.2356 0.5706 0.0 0.1 0.0 -0.25
H 8.6511 2.6022 0.9361 0.0 0.0 0.0 0.34
H 10.4691 2.7089 -0.7073 0.0 0.0 0.0 0.38
H 10.0901 1.9992 -3.0476 0.0 0.0 0.0 0.39
H 7.8424 1.2171 -3.7344 0.0 0.0 0.0 0.37
H 6.0098 1.1299 -2.0765 -0.1 0.0 0.0 0.58